Model P:
{
  "formula": "C27H63N9O9",
  "method": "ωB97M-V/def2-TZVPD",
  "elements": ["O", "O", "O", "O", "O", "O", "O", "O", "O", "N", "N", "N", "N", "N", "N", "N", "N", "N", "C", "C", "C", "C", "C", "C", "C", "C", "C", "C", "C", "C", "C", "C", "C", "C", "C", "C", "C", "C", "C", "C", "C", "C", "C", "C", "C", "H", "H", "H", "H", "H", "H", "H", "H", "H", "H", "H", "H", "H", "H", "H", "H", "H", "H", "H", "H", "H", "H", "H", "H", "H", "H", "H", "H", "H", "H", "H", "H", "H", "H", "H", "H", "H", "H", "H", "H", "H", "H", "H", "H", "H", "H", "H", "H", "H", "H", "H", "H", "H", "H", "H", "H", "H", "H", "H", "H", "H", "H", "H"],
  "positions_angstrom": [[3.05012, 3.94505, -1.10503], [2.56912, 0.20905, -4.45703], [-2.73788, 0.34405, -5.96203], [1.28412, 0.04205, 5.27797], [1.37012, -0.31895, 0.20997], [-3.89388, -1.66395, 3.78597], [0.13312, -4.66195, -1.90003], [1.17812, 5.27705, 3.04797], [-3.92688, 2.61405, 0.01397], [-0.85888, -0.56995, 0.58797], [-2.99988, 0.33405, 4.19397], [2.18512, 3.94505, 1.55297], [-3.32488, 1.02605, 1.34197], [-1.18188, -0.28595, -4.57203], [2.26412, 2.67605, -2.68303], [0.20112, -6.02295, -0.08303], [2.70212, -1.36695, 4.33597], [1.43112, -1.65495, -4.05903], [2.79312, -1.33795, -6.18803], [-4.04588, -0.55795, 4.13397], [0.22112, 0.21505, 0.39997], [2.38112, -0.50095, 5.25997], [3.35412, -0.15595, 6.32197], [-0.95688, -0.85995, -6.96803], [-0.49188, -5.30695, -1.04003], [0.77012, 5.61705, 0.84197], [4.15712, 1.89905, -1.46303], [1.16212, 3.59205, -3.02703], [-0.05088, 1.71705, 0.51197], [1.79512, -1.90395, 3.34497], [1.64612, -6.16095, -0.01303], [1.37712, 4.90805, 1.85797], [-2.92988, 3.26005, 2.15097], [-2.06988, -5.52195, -1.11003], [2.72512, 2.87405, 2.49797], [-5.40288, 0.05705, 4.70397], [-1.83388, 0.30005, -3.38903], [3.10612, 2.87205, -1.71903], [2.19412, -0.86295, -4.85503], [-3.47788, 2.25305, 1.04197], [-3.72088, -0.10995, 0.50997], [-0.91088, -2.12095, 0.74797], [-1.63388, -0.06895, 3.91897], [-1.77488, -0.21695, -5.78203], [1.06212, -1.31995, -2.75103], [-1.45388, -0.70795, -7.96703], [2.67312, 3.77505, 0.57097], [1.75912, -6.82095, -1.00003], [3.61712, -1.87695, 4.32997], [-1.47088, -0.89995, 4.56597], [-2.82088, -5.05195, -0.45103], [-3.74588, 3.01305, 2.95297], [2.10512, -1.76095, -6.93703], [1.55512, 4.54605, -3.61503], [3.53212, 1.09405, -1.13503], [-0.03288, -0.21495, -7.11303], [1.18212, 6.58605, 0.37097], [0.05012, -1.67395, -2.61403], [-3.25088, 1.21005, 4.65497], [1.94912, -6.75195, 0.80397], [-0.80688, 1.78205, -0.24403], [1.06312, 5.21405, -0.08303], [3.41612, -0.54595, -6.73103], [-3.09788, -0.03895, -0.31203], [-0.17888, -0.61095, -4.37203], [3.14612, 0.72505, 6.78697], [1.89712, 2.41105, 3.11697], [2.22412, -2.22395, 2.44397], [4.77912, 1.54105, -2.28603], [5.03412, 2.33405, -0.90803], [-1.66188, 1.42905, -3.41703], [-1.94388, -2.35795, 1.00997], [-0.96088, 0.73105, 4.16297], [3.29412, -0.89795, 6.99297], [-5.32288, 1.31205, 4.62597], [4.43112, -0.02095, 5.92997], [-0.78788, -1.91295, -6.71903], [0.72412, 3.04205, -3.92303], [-2.90288, 0.47805, -3.52603], [-3.56988, -1.30295, 0.94997], [3.17712, 2.17205, 1.82897], [1.26912, -2.54195, -4.13003], [-5.40388, -0.24495, 5.73997], [-1.78888, -0.01995, 0.58797], [0.83112, 2.21205, 0.03097], [-1.90788, 2.92205, 2.40897], [-4.95088, -0.21395, 0.34497], [-0.03688, -2.43795, 1.14897], [-0.29588, 2.29505, 1.53597], [1.31212, -2.91695, 3.68997], [3.64912, 3.34005, 3.22497], [-2.99588, 0.61405, 2.24897], [-0.64788, -2.52295, -0.34103], [-0.38588, 5.75605, 0.88397], [2.35412, 1.90305, -3.38403], [1.59512, -1.74495, -2.04503], [-1.38488, -0.50795, 2.90297], [0.89812, -1.30395, 2.93897], [-2.93588, 4.35105, 2.03397], [0.57212, 3.57305, -2.18403], [-0.20788, -6.54895, 0.75397], [-2.22088, -6.63095, -1.36203], [-1.71588, -0.35295, -2.35903], [3.53212, -2.18495, -6.10803], [0.92612, -0.23895, -2.74203], [-2.47988, -5.03495, -2.15003], [-6.21088, -0.54995, 4.21097], [2.14212, -5.11795, -0.09303]],
  "mulliken_charge": [-0.805, -0.573, -0.535, -0.564, -0.795, -0.565, -0.603, -0.736, -0.649, 1.844, -0.279, -0.030, 0.261, 0.126, 0.048, -0.187, -0.042, -0.106, -1.249, 0.718, 0.883, 0.785, -1.434, -0.873, 0.739, -0.412, -1.028, -0.937, 0.224, -1.086, -0.825, 0.779, -0.674, -1.112, -0.878, -1.076, -0.942, 0.950, 0.781, 0.499, -0.812, -0.868, -1.172, 0.578, -1.886, 0.320, 0.161, 0.275, 0.267, 0.444, 0.324, 0.154, 0.295, 0.242, 0.102, 0.154, 0.265, 0.396, 0.270, 0.376, 0.366, -0.123, 0.315, 0.353, -0.128, 0.373, 0.295, 0.503, 0.407, 0.323, 0.271, 0.172, 0.589, 0.402, 0.212, 0.334, 0.273, 0.296, 0.489, 0.035, 0.250, -0.006, 0.391, -1.243, -0.279, 0.059, 0.304, 0.503, -0.703, 0.272, 0.257, -0.104, 0.015, 0.183, 0.306, 1.299, 0.284, 0.148, 0.317, 0.306, 0.281, 0.346, 0.055, 0.320, 0.397, 0.250, 0.331, 0.173],
  "smiles": "CNC(C)=O.CNC(C)=O.CNC(C)=O.CNC(C)=O.CNC(C)=O.CNC(C)=O.CNC(C)=O.CNC(C)=O.CNC(C)=O",
  "lumo_ha": 0.005,
  "mol_weight_g_mol": 657.9
}


Model Q:
{
  "formula": "C27H63N9O9",
  "method": "ωB97M-V/def2-TZVPD",
  "elements": ["O", "O", "O", "O", "O", "O", "O", "O", "O", "N", "N", "N", "N", "N", "N", "N", "N", "N", "C", "C", "C", "C", "C", "C", "C", "C", "C", "C", "C", "C", "C", "C", "C", "C", "C", "C", "C", "C", "C", "C", "C", "C", "C", "C", "C", "H", "H", "H", "H", "H", "H", "H", "H", "H", "H", "H", "H", "H", "H", "H", "H", "H", "H", "H", "H", "H", "H", "H", "H", "H", "H", "H", "H", "H", "H", "H", "H", "H", "H", "H", "H", "H", "H", "H", "H", "H", "H", "H", "H", "H", "H", "H", "H", "H", "H", "H", "H", "H", "H", "H", "H", "H", "H", "H", "H", "H", "H", "H"],
  "positions_angstrom": [[7.55000, 10.13900, 44.09000], [2.48700, 9.21100, 35.53500], [8.73800, 9.63300, 35.39000], [4.51300, 7.28900, 39.46300], [5.46400, 2.02200, 37.84500], [4.71700, 4.53700, 43.16500], [2.21200, 0.66500, 42.32000], [-2.22900, 8.41200, 42.82000], [6.12500, 13.01500, 35.64500], [3.04600, 7.76500, 37.80700], [5.96900, 12.08500, 37.60700], [5.46000, 3.19700, 39.75800], [5.78000, 10.45700, 42.70400], [5.59800, 5.59800, 41.40300], [9.13100, 8.67500, 33.40500], [1.01600, 2.20900, 41.03600], [-1.25100, 9.47900, 41.18000], [2.77200, 9.23200, 33.34300], [6.83300, 9.37000, 33.98500], [2.34700, 8.66000, 34.46600], [5.89600, 9.11700, 42.16000], [3.19200, 5.74100, 41.86000], [7.40700, 11.74500, 37.76400], [3.44600, 10.44100, 33.19400], [6.77400, 12.38000, 43.91300], [4.95700, 4.33000, 37.53400], [-1.54000, 8.53700, 40.13100], [1.16200, 1.29600, 42.13400], [5.90200, 2.13200, 40.61300], [-0.17600, 0.78000, 42.79200], [2.14600, 2.43500, 40.14000], [-1.57400, 9.38800, 42.45500], [4.01300, 12.73600, 36.55900], [5.26800, 3.07400, 38.44300], [4.24000, 7.82300, 38.32100], [1.80600, 7.19600, 34.42000], [1.86900, 7.10100, 38.43200], [5.38700, 8.63600, 37.66600], [10.55300, 8.48900, 33.71700], [4.58400, 5.27000, 42.24600], [8.28900, 9.20500, 34.30300], [5.45400, 12.61900, 36.55400], [6.70200, 10.87700, 43.58600], [6.95900, 5.46800, 41.83500], [-1.14700, 10.45300, 43.38800], [1.91500, 3.23400, 39.34900], [-2.43500, 8.12500, 40.36500], [11.16700, 7.97700, 33.16800], [3.74700, 10.91300, 34.24100], [5.19200, 4.25700, 36.52800], [8.14400, 12.34600, 37.09700], [5.51100, 5.08500, 37.94000], [10.72000, 7.82300, 34.62100], [7.02600, 1.75400, 40.26300], [3.81000, 4.64000, 37.78800], [6.25100, 10.19800, 34.36300], [5.81000, 12.88800, 44.32800], [2.63100, 11.05000, 32.57900], [2.72200, 2.92800, 40.77200], [4.13000, 10.27500, 32.31800], [3.59900, 13.22100, 35.63100], [0.97500, 7.10700, 37.88300], [2.82600, 5.32400, 40.78700], [7.41200, 12.38900, 44.65100], [3.32400, 6.87300, 41.77600], [7.05900, 4.99700, 42.91600], [5.27900, 6.17200, 40.48300], [3.63200, 11.74000, 36.51800], [3.45600, 13.30000, 37.56200], [6.14200, 8.37100, 43.01900], [5.96600, 7.74200, 37.18900], [5.18300, 1.24900, 40.50100], [2.60100, 1.74900, 39.58900], [1.82400, 7.62100, 39.53700], [2.89000, 8.24000, 36.96800], [5.38400, 4.11200, 40.32400], [5.24900, 9.03900, 36.71900], [7.45200, 6.49000, 42.13000], [11.04800, 9.39200, 33.82800], [2.69100, 6.59000, 34.73000], [5.12400, 11.01900, 42.39500], [6.56700, 9.08700, 41.38300], [6.29000, 8.62900, 34.35500], [7.61000, 10.71300, 37.49500], [-1.41100, 11.51300, 43.09500], [5.14600, 8.91500, 41.73200], [2.70100, 8.77600, 32.44800], [0.95300, 7.23800, 35.17400], [6.07200, 9.05000, 38.35000], [-1.08300, 0.70500, 42.18100], [1.83800, 5.88300, 38.53400], [-0.05400, 10.49100, 43.46700], [-1.58500, 10.22900, 44.31400], [0.12800, 2.60400, 40.74400], [8.80200, 8.37700, 32.40600], [1.52700, 6.88000, 33.61200], [7.38900, 13.01000, 43.28300], [-0.42400, 1.44300, 43.45700], [0.00300, -0.20600, 43.18500], [-0.64300, 7.76800, 40.27000], [2.54000, 5.61800, 42.66400], [6.67700, 9.16000, 32.92600], [-1.66000, 8.93400, 39.14800], [5.34600, 11.80400, 38.34600], [-0.96800, 10.44900, 40.95200], [7.51300, 4.67700, 41.18000], [7.86100, 11.64300, 38.76300], [5.98900, 2.50800, 41.71500]],
  "mulliken_charge": [-0.613, -0.832, -0.631, -0.809, -0.703, -0.643, -0.589, -0.660, -0.653, 0.334, -0.027, 0.257, -0.151, 0.683, -0.206, -0.160, -0.210, -0.148, -0.698, 0.642, -0.850, -0.677, -0.815, -0.758, -1.288, -0.540, -0.700, 0.606, -0.801, -1.229, -0.862, 0.775, -0.929, 0.488, 0.351, -1.205, -0.481, -1.144, -1.005, 0.839, 0.345, 0.862, 0.705, -1.084, -1.126, 0.293, 0.361, 0.489, 0.021, 0.509, 0.253, 0.113, 0.255, 0.246, -0.085, 0.123, 0.282, 0.335, 0.117, 0.309, 0.352, 0.501, -0.151, 0.479, 0.123, 0.335, 0.143, 0.050, 0.276, 0.232, 0.169, 0.315, 0.501, 0.039, 0.043, -0.156, 0.505, 0.226, 0.316, 0.221, 0.115, 0.447, 0.453, 0.178, 0.328, 0.352, 0.264, 0.185, 0.269, 0.346, -0.125, 0.279, 0.318, 0.240, 0.261, 0.718, 0.310, 0.399, 0.307, 0.049, 0.580, 0.306, 0.357, 0.170, 0.227, 0.248, 0.389, 0.229],
  "smiles": "CNC(C)=O.CNC(C)=O.CNC(C)=O.CNC(C)=O.CNC(C)=O.CNC(C)=O.CNC(C)=O.CNC(C)=O.CNC(C)=O",
  "lumo_ha": -0.009,
  "mol_weight_g_mol": 657.9
}


Model R:
{
  "formula": "C27H63N9O9",
  "method": "ωB97M-V/def2-TZVPD",
  "elements": ["O", "O", "O", "O", "O", "O", "O", "O", "O", "N", "N", "N", "N", "N", "N", "N", "N", "N", "C", "C", "C", "C", "C", "C", "C", "C", "C", "C", "C", "C", "C", "C", "C", "C", "C", "C", "C", "C", "C", "C", "C", "C", "C", "C", "C", "H", "H", "H", "H", "H", "H", "H", "H", "H", "H", "H", "H", "H", "H", "H", "H", "H", "H", "H", "H", "H", "H", "H", "H", "H", "H", "H", "H", "H", "H", "H", "H", "H", "H", "H", "H", "H", "H", "H", "H", "H", "H", "H", "H", "H", "H", "H", "H", "H", "H", "H", "H", "H", "H", "H", "H", "H", "H", "H", "H", "H", "H", "H"],
  "positions_angstrom": [[3.12989, 0.49203, -2.68980], [-1.51732, 6.15820, -2.85282], [5.45022, -3.50803, -4.06749], [1.59499, 2.70135, 2.81965], [0.77092, 1.61355, -6.12820], [-0.69094, -1.50120, 4.09575], [-2.61950, 1.83464, 3.56562], [-0.54309, -0.08315, -1.72045], [-3.26890, 0.94342, -3.65694], [0.29090, -0.06925, 0.38021], [-4.29920, 0.64805, 4.49967], [5.17682, 0.19836, -3.61108], [3.61203, -3.89990, -2.80344], [0.76643, 3.47365, 4.79724], [-3.94787, -1.11334, -2.90309], [-1.09256, 4.22279, -1.71405], [0.55214, -0.52252, -5.36567], [-0.77071, -2.35537, 6.19793], [3.85711, -0.06597, -3.49445], [-3.03615, 1.04448, 4.40269], [-0.96061, 0.33957, 0.98748], [-4.82154, -0.29030, 5.48397], [-0.87236, 3.61543, -0.42647], [-1.19844, 5.54484, -1.84949], [2.99620, -3.76124, -1.48399], [-3.78203, -2.09301, -1.86021], [0.71587, 2.72523, 3.65903], [-0.72688, -3.54705, 7.02187], [-1.34465, 3.30527, -2.82041], [5.89137, 1.17073, -2.82690], [1.31599, -1.11976, -6.41745], [4.89634, -3.50153, -2.98031], [5.93050, -0.46784, -4.67198], [-0.78240, -1.10813, 6.91891], [0.39257, -0.22452, -0.94780], [-0.74576, -2.45464, 4.85625], [1.34811, -0.38652, 1.32743], [2.83092, -4.47953, -3.85793], [-4.53882, -1.55949, -4.15654], [-0.14893, -1.42588, -4.46482], [0.31348, 0.81076, -5.34621], [-0.05084, 3.14671, 5.93660], [-3.47320, 0.13432, -2.77134], [-5.29632, 1.15521, 3.56684], [1.80074, 4.45512, 5.06140], [-0.04032, -1.09225, 7.71790], [2.48073, -5.48232, -3.60474], [1.25401, 5.41143, 5.06594], [-0.06294, -4.29135, 6.58372], [2.14608, -0.85497, 0.75178], [1.69133, -0.44545, -7.18142], [-5.55646, -1.92626, -4.01340], [0.94329, -1.14613, 2.00525], [-1.61544, 0.79829, 0.24911], [-5.43544, 0.30045, 6.17509], [2.51666, 4.67657, 4.27280], [-3.92812, -2.39791, -4.50342], [-0.27791, -3.33466, 7.99603], [2.32374, 4.31811, 6.00474], [-0.16656, 2.06221, 3.68132], [-4.88477, 1.45677, 2.60723], [-0.36309, 1.05910, -4.51820], [-6.07344, 0.41080, 3.40641], [6.79113, -0.97340, -4.22121], [0.50666, 2.61922, 6.71964], [2.61678, -4.74448, -1.18857], [5.37220, -1.29674, -5.09395], [-1.02572, -0.91133, -4.06977], [1.92785, -3.89487, -4.05193], [-3.09896, -2.85974, -2.24128], [-2.38836, 0.49666, 5.10855], [-1.26910, 3.72391, -3.81576], [-0.38746, 4.08146, 6.39763], [1.40662, -0.51583, -1.25285], [-3.20107, 0.35605, -1.72740], [-1.75298, -0.91626, 7.38721], [-0.93486, 2.56016, 5.70064], [-1.45205, -0.47045, 1.52491], [5.36148, -3.06610, -2.08672], [-3.36379, -1.73799, -0.92001], [3.35734, -4.48349, -4.80769], [2.12232, -3.11142, -1.56507], [2.16457, -1.71060, -6.05069], [-1.70859, -3.93543, 7.30920], [0.68483, -1.84920, -6.94779], [6.31679, 0.21679, -5.42626], [-3.95838, -0.74796, 5.96411], [5.26880, 1.73781, -2.13991], [-5.77097, 2.05693, 3.96856], [-1.81558, 3.20211, -0.04323], [-0.77571, 1.17209, 1.67133], [-5.53306, -1.00762, 5.07976], [1.60196, 0.48114, 1.93266], [0.47020, -1.68275, -3.60789], [3.52385, -0.78023, -4.25952], [3.72050, -3.40646, -0.75976], [-0.55513, -2.24751, -5.05792], [6.55339, 0.61762, -2.14658], [-0.18790, 2.76633, -0.45372], [-4.74728, -2.53078, -1.58547], [-0.74457, -3.46723, 4.43713], [-0.50118, 4.34260, 0.29331], [-0.55383, -0.27320, 6.26243], [-0.93474, 6.08897, -0.92675], [-4.54498, -0.74016, -4.86628], [6.51281, 1.82567, -3.43314], [-2.34896, 2.92490, -2.60300], [-0.78071, 2.37279, -2.79234]],
  "mulliken_charge": [-0.750, -0.597, -0.592, -0.742, -0.651, -0.490, -0.691, -0.172, -0.643, 0.308, 0.151, 0.190, 0.197, 0.107, 0.133, 0.257, 0.218, 0.229, 0.458, 0.858, -0.211, -0.804, -0.678, 0.123, -0.778, -0.738, 0.869, -1.095, -0.676, -1.004, -0.953, 0.176, -1.004, -0.832, 0.309, -0.093, -0.670, -0.827, -0.956, -0.301, 0.600, -0.623, 0.239, -0.967, -1.072, 0.411, 0.326, 0.372, 0.411, 0.278, 0.305, 0.326, 0.255, -0.112, 0.376, 0.336, 0.320, 0.351, 0.322, -0.150, 0.277, -0.038, 0.338, 0.376, 0.286, 0.368, 0.271, -0.026, 0.199, 0.293, -0.322, 0.347, 0.360, -0.030, 0.203, 0.346, -0.004, 0.345, 0.277, 0.154, 0.311, 0.145, 0.189, 0.306, 0.376, 0.331, 0.112, 0.302, 0.314, 0.253, -0.254, 0.316, 0.099, -0.238, 0.146, 0.285, 0.415, 0.335, 0.079, 0.332, 0.417, 0.269, 0.090, 0.277, 0.278, 0.306, 0.352, -0.104],
  "smiles": "CN(C)C=O.CN(C)C=O.CN(C)C=O.CN(C)C=O.CN(C)C=O.CN(C)C=O.CN(C)C=O.CN(C)C=O.CN(C)C=O",
  "lumo_ha": 0.001,
  "mol_weight_g_mol": 657.9
}


Question: of the structures shown, which is the most stable? Reply: model R.